Record 1
6
Properties=species:S:1:pos:R:3:mulliken_charge:R:1 method="wB97M-V/def2-TZVPD" lumo_ev="-2.3 / -2.3" homo_ev="-9.254 / -9.261" gap_ev="6.946 / 6.957"
N 0.430 0.583 -0.681 -0.219
N -0.493 1.591 -0.728 -0.127
Cl -0.580 2.430 1.656 -0.424
Br -2.292 1.077 -0.864 0.110
I 2.185 1.110 0.019 0.340
H 0.195 -0.289 -0.358 0.321

=====

Record 2
22
Properties=species:S:1:pos:R:3:mulliken_charge:R:1 method="wB97M-V/def2-TZVPD" lumo_ev=-0.1 homo_ev=-10.171 gap_ev=10.038
C 1.739 0.320 -1.381 -1.137
C 0.549 0.937 -0.769 0.263
C -0.356 1.081 1.377 -0.275
C -0.775 -0.460 1.542 0.204
C -0.594 -1.187 0.296 -0.095
C -0.650 -0.114 -0.842 -0.133
H 1.797 -0.773 -1.188 0.189
H 1.869 0.531 -2.507 0.417
H 2.692 0.863 -1.097 0.345
H 0.359 1.854 -1.287 0.240
H -1.212 1.607 0.863 0.309
H 0.763 1.279 2.892 0.384
H -1.908 -0.227 1.843 0.276
H 0.397 -1.756 0.289 0.157
H -1.386 -2.825 -0.602 0.403
H -1.551 0.360 -0.894 0.490
H -0.238 0.049 -2.872 0.383
O 0.804 1.153 0.630 -0.391
O 0.017 1.795 2.588 -0.532
O -1.617 -2.139 0.187 -0.596
O -0.624 -0.987 -2.080 -0.680
Cl -0.075 -1.363 3.013 -0.220

=====

Record 3
15
Properties=species:S:1:pos:R:3:mulliken_charge:R:1 method="wB97M-V/def2-TZVPD" lumo_ev="0.0 / 0.0" homo_ev="-8.040 / -8.040" gap_ev="7.996 / 7.996"
C -0.586 -1.048 0.643 -1.496
C 0.107 0.534 -0.679 -0.057
C -1.056 0.928 -1.504 -0.319
N -0.444 1.687 -0.413 -0.357
C 0.893 -0.569 -0.024 1.301
O 1.424 -1.502 -0.679 -0.783
N 1.593 0.096 1.104 -0.691
H -1.163 -0.312 1.215 0.329
H -1.195 -1.550 -0.111 0.343
H -0.203 -1.813 1.322 0.406
H -0.937 1.355 -2.496 0.243
H -1.990 0.399 -1.317 0.204
H -0.762 2.098 0.456 0.296
H 1.818 -0.653 1.759 0.296
H 2.503 0.352 0.722 0.284

=====

Record 4
50
Properties=species:S:1:pos:R:3:mulliken_charge:R:1 method="wB97M-V/def2-TZVPD" lumo_ev=-2.9 homo_ev=-10.225 total_charge=+1 gap_ev=7.322
Ag 0.585 0.407 0.764 0.874
Se 2.279 -1.116 3.496 -0.036
Se 3.384 0.789 2.602 -0.059
C 3.604 0.242 0.770 0.252
C 4.910 0.026 0.350 -0.657
C 5.074 -0.630 -0.882 -0.235
C 3.948 -0.975 -1.591 -0.805
C 2.687 -0.576 -1.168 -0.166
N 2.540 0.060 -0.007 0.196
C 0.601 -0.336 4.050 0.059
C 0.162 -0.430 5.385 -0.580
C -0.946 0.319 5.755 -0.193
C -1.577 1.137 4.833 -0.760
C -1.089 1.153 3.550 -0.233
N -0.051 0.414 3.145 0.260
H 5.748 0.298 0.991 0.393
H 6.056 -0.852 -1.258 0.415
H 4.048 -1.579 -2.488 0.380
H 1.803 -0.637 -1.803 0.389
H 0.719 -1.029 6.095 0.392
H -1.291 0.290 6.795 0.362
H -2.370 1.807 5.098 0.415
H -1.441 1.850 2.814 0.346
C 0.523 2.276 -3.002 -0.832
N -0.769 2.469 -2.305 0.341
C -2.040 2.399 -2.905 -0.424
C -2.954 2.828 -2.004 -0.536
N -2.263 3.105 -0.815 0.067
C -0.914 2.888 -0.988 -0.207
S 0.312 3.149 0.142 -0.362
H 0.754 3.117 -3.645 0.305
H 0.464 1.335 -3.556 0.291
H 1.254 2.177 -2.196 0.224
H -2.209 2.109 -3.932 0.488
H -4.016 2.964 -2.097 0.429
H -2.707 3.427 0.058 0.241
C -1.754 -3.873 0.392 -0.769
N -1.735 -3.139 -0.912 -0.237
C -1.639 -1.787 -0.983 0.509
S -1.696 -0.649 0.354 -0.596
N -1.509 -1.239 -2.236 0.096
C -1.919 -1.952 -3.426 -1.160
H -2.642 -4.459 0.419 0.323
H -1.761 -3.062 1.135 0.248
H -0.829 -4.457 0.521 0.284
H -1.739 -3.687 -1.775 0.203
H -1.509 -0.218 -2.244 -0.006
H -2.967 -2.358 -3.356 0.355
H -1.210 -2.757 -3.684 0.362
H -1.905 -1.240 -4.255 0.354

=====

Record 5
54
Properties=species:S:1:pos:R:3:mulliken_charge:R:1 method="wB97M-V/def2-TZVPD" lumo_ev=-7.8 homo_ev=-12.795 total_charge=+2 gap_ev=4.973
C 6.196 0.315 -3.384 -0.598
O 5.145 0.338 -4.415 -0.365
C 3.790 0.386 -3.814 -0.401
C 3.218 1.915 -3.579 0.326
N 4.052 2.749 -2.619 -0.699
C 1.708 1.803 -2.867 0.195
C 0.542 1.297 -3.905 0.422
C -0.389 2.589 -4.408 -1.063
C -0.462 0.188 -3.169 -0.993
H 5.767 0.361 -2.289 0.254
H 6.872 1.280 -3.572 0.221
H 6.924 -0.619 -3.454 0.241
H 3.063 -0.121 -4.608 0.203
H 3.699 -0.297 -2.841 0.194
H 3.160 2.424 -4.651 0.139
H 3.676 3.737 -2.733 0.291
H 5.051 2.818 -2.915 0.254
H 1.487 2.875 -2.427 0.372
H 1.859 1.076 -1.952 -0.735
H 0.946 0.799 -4.884 0.196
H -1.426 2.167 -4.814 0.315
H -0.545 3.389 -3.538 0.265
H 0.244 3.086 -5.288 0.283
H -0.741 0.482 -2.066 0.125
H 0.170 -0.820 -3.091 0.257
H -1.435 0.047 -3.834 0.346
C 2.262 -0.038 1.410 -0.973
N 0.945 -0.357 1.998 0.059
C -0.043 0.563 1.939 -0.353
C -1.313 0.276 2.448 -0.600
C -1.579 -0.972 3.021 0.697
C -0.521 -1.887 3.084 -0.675
C 0.733 -1.561 2.569 -0.123
C -2.918 -1.336 3.518 0.621
C -3.592 -2.449 3.001 -0.698
C -4.837 -2.823 3.506 -0.098
N -5.410 -2.119 4.505 -0.007
C -4.801 -1.023 5.013 -0.354
C -3.556 -0.613 4.531 -0.565
C -6.704 -2.551 5.068 -0.857
H 2.634 0.871 1.888 0.362
H 2.117 0.110 0.337 0.403
H 2.958 -0.863 1.582 0.289
H 0.187 1.518 1.473 0.525
H -2.092 1.033 2.367 0.494
H -0.660 -2.868 3.537 0.503
H 1.563 -2.262 2.604 0.400
H -3.157 -3.039 2.196 0.500
H -5.371 -3.687 3.120 0.395
H -5.313 -0.493 5.812 0.483
H -3.085 0.261 4.977 0.498
H -7.407 -1.720 4.976 0.374
H -6.536 -2.813 6.116 0.375
H -7.078 -3.420 4.521 0.279

=====

Record 6
9
Properties=species:S:1:pos:R:3:mulliken_charge:R:1 method="wB97M-V/def2-TZVPD" lumo_ev=-0.9 homo_ev=-7.877 gap_ev=6.955
C 0.746 -0.699 0.053 0.084
C 0.870 0.929 0.053 -0.038
C -0.302 0.109 -0.291 -0.233
C -2.338 -0.199 0.563 -0.410
C 1.924 -0.053 0.540 -0.131
H -2.074 0.722 1.243 0.109
H -3.042 0.132 -0.153 0.160
H 2.028 -0.097 1.610 0.215
H 2.898 -0.023 0.027 0.245

=====

no.,M (Da)
1,271.28
2,182.60
3,100.12
4,640.33
5,317.48
6,64.09